No. 1
Computed, not measured: 15 unconnected molecules or ions with the total composition C36H111N9O15, with ωB97M-V/def2-TZVPD.

frontier orbital gap	0.3313	hartree
LUMO level	0.0133	Ha

CARTESIAN COORDINATES (ANGSTROEM)
1 C 7.788 16.780 17.606
2 C 8.752 17.399 18.623
3 C 7.905 18.315 19.505
4 O 7.393 19.230 18.566
5 C 6.252 19.969 19.003
6 N 9.445 16.343 19.355
7 H 8.236 15.974 17.043
8 H 7.454 17.547 16.942
9 H 6.989 16.262 18.135
10 H 9.450 18.006 18.072
11 H 8.459 18.875 20.289
12 H 7.059 17.787 19.979
13 H 6.462 20.407 19.976
14 H 5.398 19.365 19.135
15 H 6.065 20.691 18.202
16 H 8.775 15.592 19.510
17 H 9.767 16.694 20.244
18 C 10.539 20.329 22.071
19 C 11.609 19.234 22.002
20 C 12.545 19.326 23.217
21 O 13.228 20.530 23.398
22 C 14.358 20.586 22.562
23 N 10.987 17.869 22.000
24 H 9.734 20.006 22.668
25 H 10.129 20.657 21.136
26 H 10.951 21.177 22.480
27 H 12.121 19.270 21.042
28 H 13.190 18.467 23.148
29 H 11.945 19.266 24.160
30 H 15.120 19.819 22.757
31 H 14.849 21.558 22.728
32 H 14.039 20.599 21.524
33 H 11.621 17.093 22.110
34 H 10.291 17.886 22.759
35 C 9.296 18.291 13.166
36 C 9.647 17.313 12.089
37 C 10.968 17.462 11.407
38 O 10.987 18.654 10.626
39 C 12.288 19.069 10.364
40 N 9.539 15.974 12.682
41 H 9.373 19.362 12.929
42 H 9.918 18.037 14.024
43 H 8.267 18.261 13.529
44 H 8.896 17.285 11.342
45 H 11.084 16.590 10.710
46 H 11.788 17.492 12.107
47 H 12.843 19.253 11.304
48 H 12.291 19.956 9.710
49 H 12.778 18.248 9.740
50 H 10.179 15.905 13.486
51 H 9.794 15.260 12.030
52 C 13.559 17.938 14.742
53 C 13.940 19.048 15.718
54 C 14.257 18.593 17.063
55 O 13.113 18.037 17.731
56 C 13.156 17.965 19.169
57 N 15.097 19.732 15.269
58 H 14.450 17.356 14.504
59 H 13.276 18.348 13.751
60 H 12.869 17.122 15.049
61 H 13.082 19.741 15.790
62 H 14.617 19.491 17.629
63 H 15.071 17.855 17.030
64 H 12.109 17.748 19.426
65 H 13.589 18.855 19.643
66 H 13.816 17.169 19.475
67 H 14.978 20.181 14.368
68 H 15.362 20.452 15.974
69 C 7.712 12.345 17.257
70 C 9.019 11.711 17.572
71 C 9.114 10.257 16.895
72 O 8.115 9.361 17.319
73 C 8.051 9.116 18.720
74 N 10.161 12.494 17.069
75 H 7.660 13.441 17.664
76 H 6.862 11.894 17.719
77 H 7.534 12.441 16.137
78 H 9.255 11.617 18.658
79 H 10.096 9.813 17.154
80 H 9.033 10.335 15.853
81 H 7.542 9.906 19.261
82 H 9.045 8.900 19.103
83 H 7.508 8.158 18.784
84 H 10.554 13.119 17.791
85 H 9.921 13.133 16.340
86 C 14.141 12.775 18.435
87 C 14.772 14.123 18.157
88 C 16.223 14.068 18.578
89 O 16.313 13.980 20.056
90 C 17.649 14.032 20.587
91 N 14.734 14.525 16.757
92 H 13.190 12.656 17.846
93 H 13.991 12.750 19.542
94 H 14.773 11.950 18.120
95 H 14.294 14.830 18.930
96 H 16.739 14.946 18.224
97 H 16.701 13.161 18.163
98 H 17.813 13.529 21.530
99 H 17.858 15.090 20.762
100 H 18.387 13.649 19.838
101 H 13.856 14.254 16.338
102 H 14.929 15.525 16.663
103 C 15.463 13.013 12.256
104 C 15.220 13.886 13.522
105 C 16.603 14.291 14.095
106 O 17.018 13.075 14.785
107 C 18.416 12.915 14.926
108 N 14.433 15.033 13.134
109 H 15.963 13.657 11.523
110 H 14.471 12.620 11.890
111 H 16.113 12.203 12.579
112 H 14.765 13.308 14.331
113 H 16.434 15.088 14.829
114 H 17.436 14.616 13.430
115 H 18.877 13.239 15.888
116 H 18.943 13.387 14.045
117 H 18.599 11.822 15.020
118 H 14.180 15.593 13.946
119 H 13.696 14.936 12.427
120 C 11.601 11.914 22.098
121 C 11.843 13.384 21.809
122 C 13.194 13.917 22.364
123 O 13.291 15.303 21.982
124 C 14.490 15.849 22.579
125 N 11.646 13.660 20.409
126 H 12.209 11.452 21.308
127 H 10.599 11.600 22.063
128 H 12.041 11.478 23.039
129 H 11.138 14.009 22.352
130 H 14.028 13.393 21.901
131 H 13.144 13.803 23.450
132 H 15.420 15.348 22.232
133 H 14.443 15.754 23.678
134 H 14.589 16.948 22.308
135 H 11.893 14.613 20.117
136 H 12.226 13.055 19.829
137 C 10.460 21.707 15.064
138 C 9.624 21.070 16.181
139 C 10.480 20.819 17.391
140 O 11.138 22.096 17.603
141 C 12.135 21.853 18.572
142 N 8.603 22.079 16.510
143 H 9.925 21.650 14.123
144 H 11.427 21.175 14.986
145 H 10.592 22.742 15.338
146 H 9.227 20.107 15.818
147 H 11.192 19.969 17.229
148 H 9.904 20.555 18.304
149 H 12.432 22.807 18.923
150 H 13.024 21.385 18.133
151 H 11.699 21.247 19.432
152 H 9.055 22.886 16.991
153 H 7.983 21.794 17.239
154 O 12.813 12.223 15.609
155 H 13.562 11.597 15.518
156 H 12.075 11.854 16.039
157 O 15.515 11.083 15.830
158 H 16.146 10.791 15.133
159 H 15.493 12.022 15.825
160 O 7.941 14.520 14.721
161 H 7.319 15.275 14.776
162 H 8.520 14.792 13.894
163 O 8.597 13.574 20.698
164 H 8.069 13.515 19.867
165 H 9.546 13.452 20.397
166 O 11.774 14.705 14.788
167 H 12.015 13.808 14.980
168 H 11.438 15.044 15.584
169 O 11.658 15.645 17.543
170 H 12.272 16.292 17.251
171 H 11.094 16.049 18.241

No. 2
Computed, not measured: 2 unconnected molecules or ions with the total composition C36H14F19OSi, with ωB97M-V/def2-TZVPD.

frontier orbital gap	0.1369	hartree
LUMO level	-0.2449	Ha
net charge	+1

CARTESIAN COORDINATES (ANGSTROEM)
1 F -6.189 5.876 -1.585
2 C -5.921 4.550 -1.304
3 C -6.976 3.732 -0.904
4 C -6.607 2.453 -0.480
5 F -7.591 1.620 -0.010
6 C -5.312 1.974 -0.507
7 C -4.275 2.764 -1.048
8 C -2.954 2.232 -1.081
9 C -1.894 3.146 -0.890
10 C -0.695 2.846 -1.597
11 C 0.325 3.778 -1.603
12 F 1.527 3.447 -2.209
13 C 0.163 5.035 -0.996
14 C -1.013 5.301 -0.263
15 F -1.224 6.520 0.354
16 C -2.009 4.358 -0.133
17 C -4.623 4.091 -1.469
18 H -8.009 4.075 -0.918
19 H -5.040 1.008 -0.083
20 H -2.754 1.152 -1.207
21 H -0.712 1.908 -2.157
22 H 0.937 5.785 -1.052
23 H -2.872 4.537 0.523
24 H -3.882 4.769 -1.882
25 F -4.399 -3.192 0.961
26 C -3.075 -2.936 0.987
27 C -2.607 -1.811 1.653
28 F -3.454 -0.911 2.191
29 C -1.244 -1.574 1.742
30 F -0.914 -0.434 2.405
31 C -0.284 -2.404 1.158
32 Si 1.550 -2.102 1.012
33 C 2.260 -0.561 1.796
34 C 3.470 -0.538 2.515
35 F 4.030 -1.705 2.958
36 C 4.102 0.648 2.891
37 F 5.293 0.619 3.525
38 C 3.486 1.883 2.662
39 F 4.057 3.036 3.058
40 C 2.240 1.890 2.046
41 F 1.641 3.067 1.781
42 C 1.682 0.694 1.606
43 F 0.597 0.831 0.800
44 C 2.509 -3.670 1.509
45 C 2.121 -4.473 2.593
46 F 1.014 -4.113 3.299
47 C 2.809 -5.612 3.007
48 F 2.390 -6.318 4.079
49 C 3.978 -5.980 2.349
50 F 4.732 -6.988 2.819
51 C 4.418 -5.215 1.274
52 F 5.606 -5.489 0.700
53 C 3.667 -4.114 0.861
54 F 4.132 -3.442 -0.233
55 O 1.612 -1.811 -0.631
56 C 1.549 -1.360 -1.855
57 C 0.977 -0.157 -2.277
58 C 1.870 0.441 -3.329
59 C 2.837 -0.735 -3.768
60 C 2.501 -1.936 -2.875
61 C -0.790 -3.517 0.479
62 F 0.083 -4.370 -0.132
63 C -2.153 -3.789 0.366
64 F -2.604 -4.828 -0.369
65 H 0.217 0.394 -1.700
66 H 1.425 0.930 -4.211
67 H 2.471 1.251 -2.845
68 H 2.637 -1.025 -4.823
69 H 3.893 -0.408 -3.651
70 H 3.337 -2.458 -2.381
71 H 1.934 -2.659 -3.495

No. 3
Computed, not measured: a molecular structure, C36H19BrCaCl9F6N3O7P, with ωB97M-V/def2-TZVPD.

2S+1	2
⟨S²⟩	0.79
frontier orbital gap (spin up / spin down)	0.2291 / 0.1352	hartree
LUMO level (spin up / spin down)	0.1117 / 0.0178	Ha
net charge	-2

CARTESIAN COORDINATES (ANGSTROEM)
1 Ca -0.086 -0.131 -0.440
2 O -5.847 -1.663 -0.874
3 C -5.780 -1.610 0.433
4 O -6.753 -1.770 1.142
5 C -4.427 -1.360 1.008
6 C -4.083 -1.498 2.339
7 Cl -5.130 -1.917 3.612
8 N -2.758 -1.199 2.477
9 N -2.243 -0.865 1.273
10 C -3.217 -0.959 0.389
11 C -2.954 -0.703 -1.079
12 O -3.825 -1.109 -1.886
13 O -1.911 -0.099 -1.388
14 C -1.898 -1.258 3.622
15 C -0.649 -0.655 3.536
16 C 0.222 -0.672 4.609
17 C -0.133 -1.307 5.786
18 C -1.370 -1.924 5.872
19 C -2.252 -1.909 4.802
20 H -4.931 -1.439 -1.306
21 H -0.381 -0.134 2.638
22 H 1.171 -0.160 4.516
23 H 0.541 -1.319 6.633
24 H -1.663 -2.431 6.783
25 H -3.197 -2.410 4.902
26 Cl 0.454 -7.604 1.695
27 C 0.136 -6.018 1.092
28 C 0.921 -4.955 1.538
29 C 0.668 -3.702 1.046
30 Cl 1.600 -2.356 1.539
31 C -0.378 -3.428 0.086
32 O -0.605 -2.295 -0.350
33 C -1.151 -4.583 -0.310
34 Cl -2.433 -4.323 -1.416
35 C -0.898 -5.841 0.174
36 H 1.715 -5.108 2.254
37 H -1.494 -6.677 -0.159
38 Cl 2.384 2.245 -2.399
39 C 0.890 3.032 -1.996
40 C -0.110 2.383 -1.277
41 C -1.244 3.142 -0.981
42 Cl -2.589 2.480 -0.128
43 C -1.363 4.485 -1.359
44 Cl -2.755 5.409 -0.923
45 C -0.356 5.087 -2.100
46 Cl -0.511 6.730 -2.611
47 C 0.775 4.357 -2.432
48 Cl 2.014 5.098 -3.386
49 F -0.270 1.752 1.722
50 P -0.019 2.880 2.908
51 F 1.350 2.090 3.312
52 F 0.271 3.963 4.067
53 F 0.817 3.781 1.848
54 F -1.371 3.634 2.496
55 F -0.841 1.960 3.950
56 C 6.468 1.533 0.363
57 C 5.027 1.117 0.267
58 C 4.651 -0.100 -0.292
59 C 3.311 -0.440 -0.353
60 N 2.338 0.355 0.090
61 C 2.691 1.541 0.581
62 C 4.009 1.951 0.706
63 H 7.132 0.672 0.284
64 H 6.658 2.043 1.308
65 H 6.711 2.227 -0.444
66 H 5.399 -0.780 -0.683
67 H 3.000 -1.375 -0.805
68 H 1.891 2.203 0.873
69 H 4.225 2.922 1.134
70 Br -0.929 3.115 -7.555
71 C -0.307 1.855 -6.266
72 C 0.975 1.347 -6.395
73 C 1.423 0.431 -5.458
74 C 0.607 0.036 -4.404
75 C -0.679 0.547 -4.304
76 C -1.144 1.467 -5.239
77 C 1.172 -0.952 -3.370
78 O 1.851 -1.877 -3.832
79 O 0.886 -0.773 -2.140
80 H 1.612 1.674 -7.205
81 H 2.425 0.025 -5.519
82 H -1.319 0.238 -3.491
83 H -2.139 1.883 -5.146

No. 4
Computed, not measured: a molecular structure, C36H23AsAuClN3O4, with ωB97M-V/def2-TZVPD.

frontier orbital gap	0.2652	hartree
LUMO level	-0.1669	Ha
net charge	+1

CARTESIAN COORDINATES (ANGSTROEM)
1 Au -0.474 -0.441 0.014
2 O 3.247 4.107 0.040
3 C 3.962 3.003 0.030
4 O 5.162 3.010 0.051
5 C 3.223 1.684 -0.004
6 C 3.861 0.448 -0.014
7 Cl 5.524 0.177 -0.068
8 N 2.930 -0.540 -0.063
9 N 1.692 0.025 -0.067
10 C 1.867 1.350 -0.036
11 C 0.647 2.235 -0.038
12 O 0.751 3.445 -0.023
13 O -0.485 1.616 -0.050
14 C 3.108 -1.975 -0.080
15 C 4.268 -2.588 0.381
16 C 4.363 -3.972 0.347
17 C 3.329 -4.752 -0.143
18 C 2.183 -4.131 -0.612
19 C 2.079 -2.751 -0.585
20 H 2.270 3.937 0.014
21 H 5.087 -2.033 0.796
22 H 5.267 -4.436 0.719
23 H 3.418 -5.830 -0.162
24 H 1.363 -4.713 -1.013
25 H 1.205 -2.286 -0.993
26 C -5.948 -3.799 0.250
27 C -5.732 -3.120 -0.946
28 C -4.789 -2.106 -1.007
29 C -3.988 -1.847 0.101
30 C -4.060 -2.653 1.253
31 C -5.161 -3.520 1.351
32 As -2.859 -0.289 0.044
33 C -3.460 0.863 -1.342
34 C -3.271 0.760 -2.708
35 C -3.846 1.722 -3.527
36 C -4.583 2.758 -2.967
37 C -4.747 2.862 -1.593
38 C -4.176 1.913 -0.757
39 C -4.205 1.936 0.727
40 C -4.854 2.878 1.512
41 C -4.755 2.808 2.896
42 C -4.010 1.812 3.513
43 C -3.359 0.856 2.746
44 C -3.478 0.926 1.370
45 H -6.742 -4.530 0.321
46 H -6.334 -3.344 -1.817
47 H -4.696 -1.518 -1.911
48 H -3.829 -2.153 2.191
49 H -5.317 -4.052 2.281
50 H -2.690 -0.047 -3.137
51 H -3.714 1.669 -4.599
52 H -5.022 3.507 -3.612
53 H -5.304 3.694 -1.182
54 H -5.429 3.672 1.056
55 H -5.259 3.549 3.501
56 H -3.930 1.785 4.591
57 H -2.767 0.084 3.222
58 N -3.567 -7.051 0.305
59 C -2.997 -6.056 0.224
60 C -2.273 -4.820 0.147
61 C -2.185 -4.016 1.301
62 C -1.240 -2.997 1.314
63 C -0.906 -2.427 0.093
64 C -1.228 -3.074 -1.095
65 C -1.796 -4.345 -1.065
66 H -2.329 -4.552 2.235
67 H -1.029 -2.482 2.244
68 H -0.990 -2.625 -2.053
69 H -1.937 -4.914 -1.974

No. 5
Computed, not measured: a molecular structure, C36H23Cl4N5O2V, with ωB97M-V/def2-TZVPD.

2S+1	2
⟨S²⟩	0.80
frontier orbital gap (spin up / spin down)	0.2010 / 0.2041	hartree
LUMO level (spin up / spin down)	0.1633 / 0.1633	Ha
net charge	-2

CARTESIAN COORDINATES (ANGSTROEM)
1 V -0.188 0.179 0.331
2 C -2.863 -2.934 4.201
3 C -3.611 -2.104 3.379
4 C -2.999 -1.066 2.689
5 C -1.632 -0.838 2.822
6 C -0.888 -1.667 3.662
7 C -1.495 -2.716 4.334
8 N -0.997 0.197 2.109
9 C -0.804 1.432 2.708
10 C -1.515 1.983 3.766
11 C -1.213 3.272 4.209
12 C -0.180 3.995 3.630
13 C 0.588 3.434 2.610
14 C 0.281 2.165 2.144
15 N 0.909 1.459 1.139
16 N 2.120 1.878 0.634
17 C 2.391 1.179 -0.438
18 C 3.635 1.335 -1.143
19 C 3.864 0.617 -2.267
20 C 2.865 -0.272 -2.763
21 C 1.711 -0.402 -2.047
22 N 1.461 0.264 -0.902
23 H -3.337 -3.757 4.723
24 H -4.674 -2.275 3.251
25 H -3.573 -0.437 2.017
26 H 0.177 -1.484 3.744
27 H -0.898 -3.375 4.954
28 H -2.329 1.423 4.211
29 H -1.799 3.710 5.010
30 H 0.032 5.002 3.972
31 H 1.410 3.968 2.152
32 H 4.357 2.034 -0.742
33 H 4.808 0.713 -2.794
34 H 3.007 -0.829 -3.678
35 H 0.923 -1.066 -2.379
36 Cl -6.721 -0.980 -1.004
37 C -5.100 -0.388 -0.756
38 C -4.999 0.888 -0.246
39 Cl -6.412 1.777 0.232
40 C -3.759 1.478 -0.104
41 Cl -3.550 2.960 0.758
42 C -2.622 0.852 -0.593
43 O -1.443 1.388 -0.379
44 C -2.755 -0.422 -1.219
45 O -1.486 -0.919 -1.639
46 C -3.997 -1.182 -1.150
47 Cl -3.973 -2.781 -1.559
48 N 0.322 -1.650 0.633
49 C -0.026 -2.808 0.315
50 C -1.352 -3.106 -0.322
51 C -1.415 -2.603 -1.773
52 C -2.655 -2.951 -2.392
53 C -5.190 -3.167 -2.318
54 C -3.755 -3.598 -0.216
55 C -2.435 -3.546 0.375
56 C 0.947 -3.960 0.449
57 C 0.693 -5.202 -0.125
58 C 1.625 -6.231 -0.025
59 C 2.819 -6.029 0.650
60 C 3.080 -4.788 1.225
61 C 2.153 -3.765 1.123
62 H -0.538 -2.831 -2.367
63 H -2.576 -3.048 -3.381
64 H -5.859 -3.680 -2.959
65 H -4.419 -4.293 0.266
66 H -2.308 -3.866 1.405
67 H -0.236 -5.346 -0.663
68 H 1.415 -7.194 -0.476
69 H 3.549 -6.827 0.723
70 H 4.012 -4.620 1.753
71 H 2.336 -2.785 1.548

The records above give, respectively, ΔE to the lowest compared entry with this formula, charge and spin values of 0.0; 46.2; 30.5; 44.6; 403.5 kcal/mol.
The records above give, respectively, E values of -83250.750; -99105.050; -283233.981; -127411.007; -125014.852 eV.